# 1
{"formula": "C9H8BrNO3", "method": "ωB97M-V/def2-TZVPD", "species": ["C", "C", "C", "O", "N", "O", "O", "H", "H", "H", "Br", "C", "C", "C", "C", "C", "C", "H", "H", "H", "H", "H"], "xyz": [[0.065, 2.662, -1.129], [0.537, 1.841, 0.048], [1.830, 1.511, 0.068], [2.913, 1.144, 0.271], [-0.310, 1.560, 1.204], [-1.471, 1.960, 1.185], [0.134, 0.913, 2.157], [0.505, 2.326, -2.049], [0.319, 3.621, -0.880], [-0.881, 2.354, -1.234], [1.396, -0.630, -2.376], [0.402, -1.199, -0.871], [0.997, -2.168, -0.078], [0.222, -2.612, 0.998], [-1.036, -2.093, 1.107], [-1.597, -1.077, 0.353], [-0.914, -0.726, -0.750], [1.955, -2.611, -0.311], [0.507, -3.434, 1.653], [-1.689, -2.541, 1.865], [-2.573, -0.698, 0.309], [-1.311, -0.101, -1.539]], "lowdin_charge": [-0.001, -0.214, -0.116, 0.229, -0.355, 0.066, 0.067, 0.072, 0.068, 0.039, 0.793, -0.669, -0.114, -0.073, -0.094, -0.091, -0.155, 0.103, 0.114, 0.115, 0.107, 0.110], "relative_energy_kcal_mol": 124.42, "gap_ev": 8.96, "mol_weight_g_mol": 258.1, "smiles": "CC(=C=O)[N+](=O)[O-].Brc1ccccc1", "total_energy_ev": -87132.8630, "multiplicity": 1}

# 2
{"formula": "C9H8Cl4CuF15MgO15S5", "method": "ωB97M-V/def2-TZVPD", "species": ["Cu", "Mg", "C", "F", "F", "F", "S", "O", "O", "O", "C", "F", "F", "F", "S", "O", "O", "O", "C", "F", "F", "F", "S", "O", "O", "O", "C", "F", "F", "F", "S", "O", "O", "O", "C", "F", "F", "F", "S", "O", "O", "O", "Cl", "C", "C", "Cl", "H", "H", "H", "H", "Cl", "C", "C", "Cl", "H", "H", "H", "H"], "xyz": [[0.030, 0.408, -0.106], [2.621, 0.980, -3.891], [0.315, -2.959, -3.141], [0.140, -2.707, -4.424], [-0.870, -2.713, -2.487], [0.692, -4.242, -2.985], [1.700, -1.779, -2.423], [1.128, -0.964, -1.353], [2.840, -2.591, -1.871], [2.107, -0.771, -3.445], [-3.907, -1.334, -0.110], [-3.797, -1.109, -1.421], [-5.053, -0.762, 0.340], [-3.946, -2.689, 0.098], [-2.430, -0.532, 0.899], [-2.834, -0.665, 2.341], [-1.191, -1.220, 0.545], [-2.200, 0.777, 0.289], [1.688, 4.733, -1.442], [0.522, 4.752, -0.846], [1.607, 4.941, -2.719], [2.343, 5.720, -0.791], [2.371, 2.853, -1.120], [3.615, 3.102, -0.299], [1.340, 2.017, -0.470], [2.701, 2.130, -2.344], [-1.765, 0.613, -4.604], [-2.265, 1.488, -5.479], [-2.747, 0.097, -3.859], [-1.100, -0.437, -5.188], [-0.565, 1.636, -3.526], [0.828, 1.477, -4.099], [-1.010, 3.033, -3.597], [-0.639, 1.142, -2.135], [3.195, -1.032, 3.343], [4.456, -1.338, 3.705], [2.425, -2.094, 3.575], [2.849, -0.051, 4.125], [3.063, -0.431, 1.507], [3.485, -1.503, 0.558], [1.609, -0.128, 1.247], [3.923, 0.751, 1.453], [1.258, -4.363, 0.302], [-0.312, -4.721, 1.132], [-0.338, -3.989, 2.519], [-1.898, -4.329, 3.196], [-0.417, -5.806, 1.127], [-1.056, -4.327, 0.439], [-0.397, -2.911, 2.370], [0.478, -4.349, 3.146], [-3.779, 2.473, 4.296], [-2.476, 3.656, 3.963], [-1.098, 3.039, 4.116], [-0.541, 2.107, 2.667], [-2.537, 4.551, 4.583], [-2.619, 4.100, 2.978], [-1.091, 2.387, 4.990], [-0.449, 3.889, 4.324]], "mulliken_spin": [0.867, 0.000, 0.000, 0.000, 0.000, 0.000, 0.000, 0.005, 0.000, 0.000, -0.003, 0.000, 0.000, 0.000, 0.002, 0.010, 0.058, 0.019, 0.004, 0.000, 0.000, 0.000, 0.002, 0.006, 0.020, 0.000, 0.000, 0.000, 0.000, 0.000, -0.001, 0.000, 0.000, -0.008, 0.005, 0.001, 0.000, 0.000, 0.001, 0.000, 0.012, 0.002, 0.000, 0.000, 0.001, 0.000, 0.000, 0.000, -0.001, 0.000, 0.000, 0.000, 0.000, -0.001, 0.000, 0.000, 0.000, 0.000], "charge": -1, "gap_ev": [6.21, 6.20], "mol_weight_g_mol": 1031.1, "total_energy_ev": -235290.6570, "multiplicity": 2}

# 3
{"formula": "C9H8ClF6NO5PdS2", "method": "ωB97M-V/def2-TZVPD", "species": ["Pd", "F", "C", "F", "F", "S", "O", "O", "N", "S", "O", "O", "C", "F", "F", "F", "Cl", "C", "C", "C", "C", "C", "C", "C", "H", "H", "H", "H", "H", "H", "O", "H", "H"], "xyz": [[-0.006, -0.472, -0.268], [-2.470, -3.636, -0.243], [-1.338, -3.229, 0.371], [-0.928, -4.215, 1.188], [-1.655, -2.191, 1.136], [-0.061, -3.001, -0.995], [-0.684, -2.251, -2.066], [0.112, -4.413, -1.265], [1.263, -2.461, -0.315], [2.131, -1.151, -0.821], [2.028, -0.705, -2.201], [2.721, -0.338, 0.241], [3.653, -2.213, -1.057], [4.700, -1.463, -1.446], [4.037, -2.850, 0.066], [3.484, -3.158, -2.001], [0.602, 4.145, 0.419], [0.534, 3.462, -1.207], [1.225, 4.145, -2.200], [1.213, 3.683, -3.505], [0.503, 2.508, -3.777], [-0.165, 1.836, -2.780], [-0.195, 2.278, -1.430], [-0.917, 1.549, -0.407], [1.772, 5.041, -1.934], [1.755, 4.208, -4.281], [0.506, 2.099, -4.782], [-0.650, 0.892, -2.994], [-1.854, 1.130, -0.782], [-1.057, 2.095, 0.518], [0.932, -0.231, 2.701], [1.724, -0.278, 2.142], [0.314, 0.185, 2.076]], "lowdin_charge": [0.434, 0.090, -0.670, 0.100, 0.090, 0.514, -0.345, -0.333, -0.323, 0.484, -0.335, -0.360, -0.679, 0.088, 0.088, 0.090, 0.589, -0.605, -0.167, -0.150, -0.125, -0.076, -0.363, -0.215, 0.079, 0.073, 0.088, 0.103, 0.018, -0.021, -0.126, -0.012, -0.022], "charge": -2, "relative_energy_kcal_mol": 17.87, "gap_ev": 5.42, "mol_weight_g_mol": 530.2, "total_energy_ev": -75166.9659, "multiplicity": 1}

# 4
{"formula": "C9H8ClO2S", "method": "ωB97M-V/def2-TZVPD", "species": ["C", "C", "C", "C", "C", "C", "C", "C", "C", "O", "O", "S", "Cl", "H", "H", "H", "H", "H", "H", "H", "H"], "xyz": [[-3.625, 0.813, 0.154], [-3.478, 0.502, -1.238], [-2.497, 0.920, 0.926], [-2.239, 0.166, -1.756], [-1.286, 0.531, 0.432], [-1.081, 0.206, -0.927], [3.199, 0.322, 1.241], [3.129, -2.076, 0.452], [3.521, -0.806, 0.318], [1.930, 0.551, 1.219], [3.978, 0.960, 1.869], [0.583, 0.051, -1.368], [4.670, -0.357, -0.890], [-4.593, 1.130, 0.403], [-4.262, 0.367, -1.915], [-2.613, 1.138, 2.011], [-2.191, -0.216, -2.798], [-0.359, 0.607, 1.026], [3.446, -2.645, -0.414], [1.196, 0.254, -0.129], [2.571, -2.418, 1.383]], "lowdin_charge": [-0.114, -0.108, -0.125, -0.124, -0.133, -0.633, -0.793, -0.030, -0.711, -0.140, 0.039, 0.765, 0.655, 0.065, 0.067, 0.113, 0.102, 0.088, 0.041, -0.125, 0.101], "charge": -1, "relative_energy_kcal_mol": 0.00, "gap_ev": 7.88, "mol_weight_g_mol": 215.7, "total_energy_ev": -36916.0907, "multiplicity": 1}

# 5
{"formula": "C9H8F4N2O2", "method": "ωB97M-V/def2-TZVPD", "species": ["O", "C", "C", "F", "C", "F", "C", "O", "C", "F", "C", "F", "C", "N", "N", "C", "C", "H", "H", "H", "H", "H", "H", "H", "H"], "xyz": [[-0.122, -3.056, 2.459], [-0.109, -1.820, 2.448], [-1.315, -0.992, 2.435], [-2.489, -1.634, 2.595], [-1.299, 0.351, 2.251], [-2.460, 1.038, 2.338], [-0.087, 1.119, 1.996], [-0.095, 2.317, 1.633], [1.114, 0.329, 2.233], [2.291, 0.994, 2.316], [1.110, -1.014, 2.420], [2.274, -1.676, 2.575], [-1.277, 4.510, -1.998], [-1.110, 3.231, -1.875], [-0.028, 2.666, -1.376], [1.074, 3.429, -0.827], [0.122, 1.234, -1.578], [-2.314, 4.860, -2.159], [-0.440, 5.243, -2.047], [2.033, 3.039, -1.211], [0.966, 4.486, -1.096], [1.073, 3.327, 0.269], [1.140, 0.981, -1.905], [-0.083, 0.688, -0.651], [-0.604, 0.940, -2.338]], "lowdin_charge": [0.174, -0.234, -0.097, 0.133, -0.098, 0.133, -0.230, 0.130, -0.096, 0.126, -0.096, 0.133, -0.079, -0.042, -0.298, -0.056, -0.046, 0.053, 0.053, 0.089, 0.058, 0.065, 0.084, 0.057, 0.085], "gap_ev": 4.69, "mol_weight_g_mol": 252.2, "smiles": "O=C1C(F)=C(F)C(=O)C(F)=C1F.C=NN(C)C", "total_energy_ev": -27403.0256, "multiplicity": 1}

# 6
{"formula": "C9H8FNO", "method": "ωB97M-V/def2-TZVPD", "species": ["C", "C", "C", "C", "C", "C", "C", "C", "C", "N", "O", "F", "H", "H", "H", "H", "H", "H", "H", "H"], "xyz": [[3.241, -0.308, -0.257], [2.213, -1.239, -0.304], [2.941, 1.032, -0.062], [0.904, -0.844, -0.145], [1.635, 1.448, 0.076], [0.592, 0.509, 0.061], [-3.816, -0.192, 0.879], [-2.915, -0.867, 0.158], [-2.098, -0.326, -0.838], [-0.688, 0.825, 0.390], [-1.817, -0.226, -1.960], [-1.019, 2.163, 0.132], [4.266, -0.625, -0.372], [2.438, -2.282, -0.477], [3.735, 1.761, -0.015], [0.100, -1.565, -0.187], [1.398, 2.489, 0.239], [-4.405, -0.690, 1.627], [-3.991, 0.856, 0.719], [-2.715, -1.919, 0.337]], "lowdin_charge": [-0.111, -0.099, -0.097, -0.049, -0.030, -0.317, 0.089, -0.125, -0.168, 0.018, 0.221, -0.104, 0.094, 0.100, 0.100, 0.095, 0.103, 0.071, 0.079, 0.128], "relative_energy_kcal_mol": 137.53, "gap_ev": [6.59, 6.58], "mol_weight_g_mol": 165.2, "total_energy_ev": -15712.7573, "multiplicity": 1}

# 7
{"formula": "C9H8N2O2", "method": "ωB97M-V/def2-TZVPD", "species": ["C", "C", "C", "C", "C", "C", "C", "C", "C", "N", "N", "O", "O", "H", "H", "H", "H", "H", "H", "H", "H"], "xyz": [[2.252, -0.028, -0.780], [1.154, -0.846, 1.276], [-1.227, -0.334, 1.602], [1.993, -0.037, -2.081], [-2.411, 0.883, -0.114], [1.120, -0.287, 0.090], [-1.235, 0.131, 0.343], [-0.055, -1.030, 2.082], [-0.118, -0.016, -0.559], [-2.468, 1.792, -0.914], [-0.236, 0.035, -1.837], [0.798, -0.058, -2.694], [-1.349, 2.015, -1.661], [3.158, 0.101, -0.202], [1.999, -1.242, 1.746], [-2.118, -0.322, 2.220], [2.875, 0.070, -2.706], [-3.330, 0.667, 0.535], [-0.121, -2.116, 2.232], [0.062, -0.665, 3.217], [-0.746, 1.287, -1.798]], "lowdin_charge": [0.006, -0.037, -0.013, -0.106, -0.166, -0.187, -0.113, -0.193, -0.152, 0.023, 0.085, 0.037, -0.055, 0.126, 0.107, 0.126, 0.131, 0.139, 0.133, 0.171, -0.063], "relative_energy_kcal_mol": 176.76, "gap_ev": 8.07, "mol_weight_g_mol": 176.2, "total_energy_ev": -16531.1407, "multiplicity": 1}

# 8
{"formula": "C9H8N2O3", "method": "ωB97M-V/def2-TZVPD", "species": ["O", "C", "C", "C", "C", "C", "C", "C", "C", "N", "C", "N", "O", "O", "H", "H", "H", "H", "H", "H", "H", "H"], "xyz": [[-0.632, -2.466, -1.544], [-0.593, -2.242, -0.368], [-1.030, -1.009, 0.305], [0.300, -0.217, 0.501], [1.421, -0.616, 1.186], [2.643, 0.097, 0.913], [2.613, 1.066, -0.021], [1.541, 1.368, -0.764], [0.326, 0.804, -0.425], [-0.854, 0.810, -1.185], [-1.818, 0.007, -0.608], [-2.737, 0.872, 0.387], [-3.005, 0.396, 1.486], [-3.119, 1.955, -0.048], [-0.145, -2.994, 0.376], [-1.360, -1.219, 1.329], [1.317, -1.291, 1.932], [3.461, 0.129, 1.552], [3.523, 1.533, -0.347], [1.740, 2.088, -1.569], [-1.064, 1.570, -1.805], [-2.527, -0.641, -1.282]], "lowdin_charge": [0.090, -0.247, -0.144, -0.131, 0.011, -0.051, -0.134, -0.021, -0.179, 0.103, -0.153, -0.318, 0.059, 0.061, 0.151, 0.149, 0.079, 0.085, 0.110, 0.126, 0.152, 0.200], "relative_energy_kcal_mol": 56.25, "gap_ev": 8.85, "mol_weight_g_mol": 192.2, "smiles": "O=C[C@H]1c2ccccc2N[C@@H]1[N+](=O)[O-]", "total_energy_ev": -18581.4049, "multiplicity": 1}

Question: Number 8 is which compound?
Answer: C9H8N2O3

What did the first record say?
{"formula": "C9H8BrNO3", "method": "ωB97M-V/def2-TZVPD", "species": ["C", "C", "C", "O", "N", "O", "O", "H", "H", "H", "Br", "C", "C", "C", "C", "C", "C", "H", "H", "H", "H", "H"], "xyz": [[0.065, 2.662, -1.129], [0.537, 1.841, 0.048], [1.830, 1.511, 0.068], [2.913, 1.144, 0.271], [-0.310, 1.560, 1.204], [-1.471, 1.960, 1.185], [0.134, 0.913, 2.157], [0.505, 2.326, -2.049], [0.319, 3.621, -0.880], [-0.881, 2.354, -1.234], [1.396, -0.630, -2.376], [0.402, -1.199, -0.871], [0.997, -2.168, -0.078], [0.222, -2.612, 0.998], [-1.036, -2.093, 1.107], [-1.597, -1.077, 0.353], [-0.914, -0.726, -0.750], [1.955, -2.611, -0.311], [0.507, -3.434, 1.653], [-1.689, -2.541, 1.865], [-2.573, -0.698, 0.309], [-1.311, -0.101, -1.539]], "lowdin_charge": [-0.001, -0.214, -0.116, 0.229, -0.355, 0.066, 0.067, 0.072, 0.068, 0.039, 0.793, -0.669, -0.114, -0.073, -0.094, -0.091, -0.155, 0.103, 0.114, 0.115, 0.107, 0.110], "relative_energy_kcal_mol": 124.42, "gap_ev": 8.96, "mol_weight_g_mol": 258.1, "smiles": "CC(=C=O)[N+](=O)[O-].Brc1ccccc1", "total_energy_ev": -87132.8630, "multiplicity": 1}

Question: Number 8 is which compound?
Answer: C9H8N2O3

Question: The highest multiplicity belongs to which entry?
Answer: C9H8Cl4CuF15MgO15S5